No. 1
The following is a DFT calculation (ωB97M-V/def2-TZVPD) of a structure of composition C46H40BaN6O3PS4 in a non-equilibrium geometry.

Computed properties:
- Net charge: -1
- ΔE to the lowest compared entry with this formula, charge and spin: 0.0 kcal per mole
- F_max: 4.4 eV/Å
- E_HOMO: -3.6 eV
- Frontier orbital gap: 4.895 eV
- Spin multiplicity: 1

Geometry (Å):
Ba  4.225  0.801  -1.526
S  6.966  -0.050  -0.177
S  8.217  0.573  -1.627
S  7.205  2.188  -2.647
S  6.094  1.324  -3.987
C  -1.727  -1.675  2.395
C  -2.997  -1.721  1.478
C  -3.512  -3.176  1.376
C  -2.578  -0.975  0.148
C  -3.660  -0.904  -0.958
O  -2.938  -1.253  -2.170
C  -1.665  -1.646  -1.771
N  -1.416  -1.550  -0.525
C  -0.858  -2.326  -2.817
C  -1.501  -2.483  -4.042
C  -0.881  -3.045  -5.119
C  0.477  -3.393  -5.023
C  1.131  -3.266  -3.822
C  0.498  -2.708  -2.691
P  1.412  -2.482  -1.062
C  0.977  -3.918  -0.040
C  0.447  -5.053  -0.665
C  0.123  -6.218  0.026
C  0.179  -6.140  1.457
C  0.693  -5.008  2.104
C  1.195  -3.951  1.367
C  3.018  -3.140  -1.409
C  3.280  -4.342  -2.078
C  4.574  -4.890  -2.187
C  5.592  -4.153  -1.616
C  5.357  -2.959  -0.968
C  4.085  -2.466  -0.821
H  -1.653  -2.537  3.076
H  -1.771  -0.651  2.939
H  -0.809  -1.603  1.719
H  -3.834  -1.176  1.925
H  -4.611  -3.347  1.390
H  -3.075  -3.632  2.235
H  -3.072  -3.663  0.518
H  -2.342  0.028  0.483
H  -4.124  0.042  -1.096
H  -4.399  -1.638  -0.756
H  -2.540  -2.179  -4.095
H  -1.470  -3.385  -5.918
H  1.003  -3.722  -5.922
H  2.137  -3.542  -3.669
H  0.320  -4.960  -1.688
H  -0.124  -7.124  -0.489
H  -0.200  -6.971  2.015
H  0.795  -5.014  3.225
H  1.761  -3.132  1.881
H  2.383  -4.893  -2.429
H  4.635  -5.912  -2.589
H  6.608  -4.586  -1.630
H  6.133  -2.246  -0.604
H  3.806  -1.654  -0.121
C  -6.935  5.858  5.149
O  -6.647  4.666  4.446
C  -5.298  4.346  4.383
C  -4.935  3.076  4.810
C  -3.594  2.634  4.616
C  -2.644  3.518  3.971
C  -3.068  4.874  3.692
C  -4.391  5.238  3.751
N  -1.433  3.001  3.728
N  -0.662  3.696  2.910
C  0.474  3.042  2.545
C  0.856  1.824  3.231
C  1.756  0.982  2.687
C  2.362  1.318  1.426
O  3.014  0.511  0.625
C  2.315  2.737  0.999
N  3.258  3.235  0.197
C  3.123  4.508  -0.227
C  2.036  5.378  0.158
C  1.153  4.905  1.083
C  1.292  3.546  1.528
H  -6.051  6.186  5.738
H  -7.705  5.677  5.888
H  -7.243  6.679  4.449
H  -5.633  2.387  5.287
H  -3.275  1.607  4.768
H  -2.229  5.496  3.265
H  -4.808  6.190  3.303
H  0.373  1.737  4.227
H  2.027  0.034  3.167
H  3.950  4.874  -0.846
H  1.942  6.292  -0.396
H  0.288  5.480  1.422
N  -2.376  2.752  -2.310
C  -1.326  2.731  -2.802
C  -0.084  2.637  -3.432
C  0.191  3.281  -4.668
C  1.470  3.177  -5.125
C  2.453  2.416  -4.453
N  2.243  1.922  -3.264
C  0.989  2.089  -2.744
H  -0.557  3.832  -5.264
H  1.635  3.401  -6.173
H  3.325  2.203  -4.976
H  0.796  1.535  -1.773

Here are the Löwdin charges for atoms 1 to 4, given in e:
1 Ba 1.45
2 S -0.27
3 S -0.22
4 S -0.32

---

No. 2
The following is a DFT calculation (ωB97M-V/def2-TZVPD) of a structure of composition C46H42AlBrCl3N3O2P2Se2.

Computed properties:
- Net charge: 0
- F_max: 0.8 eV/Å
- E_HOMO: -8.1 eV
- Frontier orbital gap: 8.021 eV
- Spin multiplicity: 1

Geometry (Å):
Al  -0.181  -0.837  -1.270
C  7.654  -1.843  -1.843
C  7.101  -0.506  -1.328
C  7.624  0.645  -2.201
C  7.612  -0.299  0.099
C  5.577  -0.521  -1.391
C  4.770  -0.270  -0.292
C  3.398  -0.299  -0.442
Br  2.338  0.110  1.086
C  2.751  -0.583  -1.654
O  1.419  -0.646  -1.720
C  3.560  -0.800  -2.782
C  4.940  -0.763  -2.601
C  3.058  -1.064  -4.212
C  3.629  -2.402  -4.711
C  3.550  0.081  -5.114
C  1.537  -1.142  -4.370
H  8.742  -1.859  -1.744
H  7.409  -2.007  -2.893
H  7.243  -2.674  -1.266
H  8.710  0.721  -2.111
H  7.182  1.592  -1.887
H  7.379  0.492  -3.253
H  8.703  -0.309  0.102
H  7.267  -1.095  0.762
H  7.287  0.661  0.505
H  5.184  -0.047  0.680
H  5.562  -0.934  -3.469
H  4.718  -2.414  -4.718
H  3.282  -2.592  -5.729
H  3.287  -3.220  -4.074
H  4.637  0.158  -5.126
H  3.150  1.035  -4.766
H  3.207  -0.082  -6.139
H  1.108  -1.947  -3.774
H  1.305  -1.341  -5.420
H  1.057  -0.205  -4.093
Se  -1.244  1.733  4.970
P  -2.247  2.357  3.236
C  -4.063  2.168  3.363
C  -4.577  0.899  3.605
C  -5.931  0.714  3.825
C  -6.786  1.806  3.808
C  -6.283  3.075  3.569
C  -4.925  3.261  3.355
C  -2.026  4.122  2.862
C  -1.352  4.916  3.780
C  -1.262  6.287  3.580
C  -1.848  6.863  2.465
C  -2.516  6.070  1.540
C  -2.607  4.703  1.734
C  -1.684  1.497  1.730
C  -1.443  0.198  1.258
N  -0.896  0.385  0.021
N  -0.780  1.677  -0.232
N  -1.242  2.348  0.770
P  -1.612  -1.544  1.734
Se  -0.737  -2.793  0.209
C  -0.892  -1.920  3.353
C  -1.542  -1.607  4.544
C  -0.948  -1.920  5.755
C  0.288  -2.545  5.786
C  0.935  -2.865  4.601
C  0.346  -2.557  3.387
C  -3.386  -1.906  1.776
C  -4.184  -1.361  0.773
C  -5.530  -1.676  0.715
C  -6.080  -2.541  1.652
C  -5.283  -3.095  2.642
C  -3.932  -2.787  2.704
H  -3.906  0.055  3.636
H  -6.315  -0.279  4.014
H  -7.844  1.670  3.995
H  -6.947  3.930  3.555
H  -4.541  4.257  3.191
H  -0.898  4.457  4.649
H  -0.738  6.902  4.299
H  -1.788  7.933  2.314
H  -2.969  6.520  0.666
H  -3.122  4.087  1.011
H  -2.505  -1.121  4.544
H  -1.450  -1.651  6.676
H  0.751  -2.784  6.735
H  1.901  -3.351  4.617
H  0.843  -2.813  2.461
H  -3.746  -0.700  0.033
H  -6.151  -1.253  -0.064
H  -7.133  -2.788  1.603
H  -5.712  -3.775  3.367
H  -3.303  -3.237  3.461
Cl  -3.109  -0.645  -7.970
C  -2.539  -0.874  -6.351
C  -2.098  0.219  -5.625
C  -1.647  0.018  -4.336
Cl  -1.062  1.323  -3.371
C  -1.627  -1.253  -3.736
O  -1.199  -1.447  -2.500
C  -2.076  -2.326  -4.511
Cl  -2.055  -3.904  -3.819
C  -2.530  -2.145  -5.806
H  -2.107  1.207  -6.064
H  -2.867  -2.992  -6.387

Here are the Löwdin charges for atoms 1 to 4, given in e:
1 Al -0.17
2 C -0.05
3 C -0.56
4 C -0.04

---

Which value of net charge does entry 1 give? -1

---

frontier orbital gap of number 2 (C46H42AlBrCl3N3O2P2Se2)? 8.021 eV